w.
Molecular formula: CH2S2
Method: DFT, ωB97M-V/def2-TZVPD

## Properties
SMILES string: S=CS
Orbital gap, eV: 8.69
Net charge: 0

Positions of all 5 atoms, in Å:
C: 0.0543 0.5452 0.0162
S: 0.5111 -1.0714 0.5044
S: -1.0888 1.3188 -0.7524
H: 0.8620 1.1009 0.3101
H: -0.3386 -1.8936 -0.0784

Atomic partial charges in e from the Mulliken method, atoms 1 to 4:
1 C -0.09
2 S -0.13
3 S -0.23
4 H 0.29

---

x.
Molecular formula: CH2S2
Method: DFT, ωB97M-V/def2-TZVPD

## Properties
Orbital gap, eV: 9.08
Net charge: 0

Positions of all 5 atoms, in Å:
C: -1.6073 2.1314 1.2784
S: -1.8726 3.6249 1.3013
S: -0.2431 -0.4892 0.1450
H: -0.8805 -1.6155 -0.3530
H: -1.1453 0.2492 -0.4827

Atomic partial charges in e from the Mulliken method, atoms 1 to 4:
1 C 0.08
2 S -0.09
3 S -0.27
4 H 0.14

---

Q: Which of them is the most stable? A: w.

---

w.
Molecular formula: C6H10N
Method: DFT, ωB97M-V/def2-TZVPD

## Properties
Orbital gap (alpha / beta), eV: 5.53 / 8.32
Multiplicity: 3
Net charge: +1

Positions of all 17 atoms, in Å:
C: -2.1228 -0.1117 -0.2591
C: -1.7017 1.1783 -0.1238
C: 0.2079 -1.2442 -0.1569
C: -1.1036 -0.8234 0.5747
C: -0.4188 0.7148 0.5254
C: 0.6667 0.1669 -0.4588
N: 2.1450 0.4766 0.0215
H: -2.9805 -0.3335 -0.8468
H: -2.1457 2.0688 -0.5584
H: 0.8436 -1.6286 0.6553
H: 0.2397 -2.0175 -0.9578
H: -1.2892 -1.3333 1.5146
H: -0.1359 1.0163 1.4340
H: 0.5705 0.4212 -1.4678
H: 2.4802 0.5809 -0.9370
H: 2.4386 -0.4285 0.4074
H: 2.3060 1.2970 0.6334

Atomic partial charges in e from the Mulliken method, atoms 1 to 4:
1 C -0.77
2 C -0.89
3 C -0.72
4 C -0.09

---

x.
Molecular formula: C6H10N
Method: DFT, ωB97M-V/def2-TZVPD

## Properties
Orbital gap (alpha / beta), eV: 8.40 / 7.33
Multiplicity: 3
Net charge: +1

Positions of all 17 atoms, in Å:
C: 0.3910 -2.1482 1.3973
C: -1.4001 0.6752 0.2606
C: 0.2161 -0.7802 -0.7355
C: -0.1959 0.2337 1.0991
C: -0.0818 0.6934 -0.4648
C: 0.5492 1.6833 -1.2942
N: 0.1215 -1.1128 0.7054
H: 0.2939 -2.0714 2.5453
H: 0.7039 -3.0805 0.8343
H: -2.2607 -0.0286 0.1383
H: -1.7200 1.6630 0.6153
H: -0.3477 -1.4050 -1.3534
H: 1.1805 -0.8424 -1.1943
H: 0.0096 0.4798 2.0701
H: 1.6775 1.5484 -1.3928
H: 0.6397 2.7660 -0.9601
H: 0.2232 1.7263 -2.2708

Atomic partial charges in e from the Mulliken method, atoms 1 to 4:
1 C -0.27
2 C -0.55
3 C -0.91
4 C -0.40

---

y.
Molecular formula: C6H10N
Method: DFT, ωB97M-V/def2-TZVPD

## Properties
Orbital gap (alpha / beta), eV: 6.87 / 8.63
Multiplicity: 3
Net charge: +1

Positions of all 17 atoms, in Å:
C: -0.7241 1.1876 0.3957
C: 0.5534 1.2826 0.1259
C: -0.0149 -0.9845 -0.4050
C: -1.2113 -0.1604 -0.0281
C: 1.1230 0.0493 -0.4065
C: -2.6538 -0.5519 -0.0461
N: 2.4569 -0.3631 0.2775
H: -1.3203 2.0864 0.6742
H: 1.1735 2.0741 0.5334
H: -0.0435 -1.9934 -0.8568
H: 1.4184 0.3439 -1.4253
H: -2.7855 -1.5349 0.3950
H: -3.1007 -0.3693 -1.0394
H: -3.1930 0.2063 0.4145
H: 2.7424 0.4205 0.8917
H: 3.1845 -0.5427 -0.4284
H: 2.3950 -1.1504 0.9277

Atomic partial charges in e from the Mulliken method, atoms 1 to 4:
1 C -0.46
2 C -0.99
3 C -1.12
4 C 0.75

---

Q: Which of them is the most stable? A: y.

---

w.
Molecular formula: C7H17N
Method: DFT, ωB97M-V/def2-TZVPD

## Properties
Orbital gap, eV: 4.94
Net charge: 0

Positions of all 25 atoms, in Å:
C: -1.0269 -1.0816 0.2722
C: -0.7318 -0.7084 -1.0979
C: -1.1681 -1.8150 -2.0812
C: -1.3346 0.6442 -1.5050
C: -0.1046 -1.1837 1.3930
N: 0.2881 0.2433 1.9181
C: 1.3868 0.8346 1.1651
C: 1.8263 2.1270 1.8985
H: -1.8720 -1.7703 0.3725
H: 1.6102 0.4601 -1.5824
H: 0.3978 -0.5636 -1.1554
H: -0.8292 -1.4164 -3.0357
H: -2.2286 -2.0523 -2.0508
H: -0.5539 -2.6968 -1.8920
H: -1.4559 1.2976 -0.6414
H: -2.3159 0.4979 -1.9475
H: -0.6963 1.1682 -2.2247
H: -0.5659 -1.6032 2.2705
H: 0.8465 -1.6174 1.0659
H: -0.5699 0.7158 1.6153
H: 1.1361 1.1733 0.1404
H: 2.1721 0.1006 1.0152
H: 2.8482 2.3564 1.6060
H: 1.1880 2.9174 1.5104
H: 1.7536 1.9725 2.9710

Atomic partial charges in e from the Mulliken method, atoms 1 to 4:
1 C -1.01
2 C 1.70
3 C -1.66
4 C -1.29

---

x.
Molecular formula: C7H17N
Method: DFT, ωB97M-V/def2-TZVPD

## Properties
Orbital gap, eV: 8.39
Net charge: 0

Positions of all 25 atoms, in Å:
C: -2.1371 0.7301 -0.1111
C: -1.8164 -0.4893 -0.7399
C: -0.7634 1.3946 1.5696
H: -2.9018 0.7284 0.6506
H: -1.9917 1.6551 -0.6533
H: -0.6266 -0.7292 -0.3653
H: -1.6777 -0.4723 -1.8197
H: -2.3177 -1.3848 -0.3763
H: -0.8028 0.5841 2.2933
H: -1.6469 2.0160 1.6800
H: 0.0612 2.0784 1.7574
C: 1.2009 -1.5341 -1.2937
C: 1.3267 1.4341 -0.6687
C: 0.7681 -0.9331 0.0283
N: 0.6553 -1.9063 1.0713
C: 1.0506 0.3931 0.3751
H: 0.7107 -1.5033 1.9971
H: 1.3074 -2.6750 0.9831
H: 1.4706 0.5630 1.3564
H: 2.2645 -1.7922 -1.2708
H: 1.0417 -0.8407 -2.1172
H: 0.6307 -2.4419 -1.5051
H: 2.3111 1.2925 -1.1306
H: 0.5849 1.3962 -1.4711
H: 1.2977 2.4364 -0.2395

Atomic partial charges in e from the Mulliken method, atoms 1 to 4:
1 C -0.68
2 C -0.83
3 C -1.14
4 H 0.47

---

y.
Molecular formula: C7H17N
Method: DFT, ωB97M-V/def2-TZVPD

## Properties
SMILES string: CCC[C@H](C)NCC
Orbital gap, eV: 9.46
Net charge: 0

Positions of all 25 atoms, in Å:
C: -1.5246 -0.7474 -1.2082
N: -0.7310 -0.6037 0.0320
C: -0.2133 0.7276 0.2921
C: 1.3320 0.6342 0.5519
C: 1.8584 -0.5493 -0.2911
C: 3.3954 -0.6501 -0.0086
C: -1.0751 1.2386 1.5460
C: -2.8744 -0.0828 -0.9951
H: -1.6849 -1.7987 -1.2924
H: -0.9372 -0.1828 -1.9244
H: -1.3581 -0.8175 0.7867
H: -0.3851 1.4447 -0.4791
H: 1.9694 1.5810 0.2386
H: 1.5676 0.4396 1.5341
H: 1.3038 -1.4976 0.1216
H: 1.5418 -0.3487 -1.3423
H: 3.5147 -0.4955 1.0054
H: 3.7054 -1.7726 -0.1807
H: 3.9392 -0.0152 -0.5866
H: -0.7668 0.9086 2.5075
H: -2.1290 1.0561 1.4421
H: -0.8425 2.2590 1.3445
H: -3.4065 0.2414 -1.8793
H: -3.5393 -0.9255 -0.5419
H: -2.7661 0.7256 -0.3002

Atomic partial charges in e from the Mulliken method, atoms 1 to 4:
1 C -0.64
2 N -0.37
3 C 0.25
4 C -1.06

---

Q: Which of them is the most stable? A: y.